Record 1
21
Properties=species:S:1:pos:R:3 method="wB97M-V/def2-TZVPD" s2=0.75 homo_lumo_gap_ev="11.503 / 5.309" multiplicity=2 homo_energy_ev="-14.6 / -14.3" charge=+1 total_energy_ev=-9393.2845 de_lowest_kcal_mol=29.6
N -0.122 -1.160 0.277
C 2.126 0.893 0.586
C 0.619 1.080 0.832
C -0.348 0.200 -0.040
C -1.804 0.544 0.226
N -2.687 -0.312 -0.618
H -0.971 -1.685 0.467
H 0.572 -1.291 1.011
H 2.331 1.128 -0.461
H 2.401 -0.109 0.906
H 2.671 1.649 1.138
H 0.479 0.722 1.826
H 0.259 2.101 0.840
H -0.041 0.550 -1.043
H -2.071 1.589 0.096
H -1.963 0.146 1.235
H -2.281 -0.323 -1.557
H -3.580 0.154 -0.736
H 1.784 -2.544 -2.049
H 1.135 -1.701 -1.018
O 1.492 -1.629 -1.918

---

Record 2
9
Properties=species:S:1:pos:R:3 method="wB97M-V/def2-TZVPD" homo_lumo_gap_ev=9.161 multiplicity=1 smiles="N#CC(=O)C=O.[H][H]" homo_energy_ev=-11.1 total_energy_ev=-8741.8450 de_lowest_kcal_mol=75.8
N -1.633 0.229 -2.067
C -0.743 0.443 -1.359
C 0.351 0.710 -0.399
O 1.461 1.000 -0.750
C -0.056 0.583 1.082
O 0.737 0.819 1.949
H -1.101 0.266 1.272
H 0.856 -2.043 0.223
H 0.203 -2.186 -0.102

---

Record 3
51
Properties=species:S:1:pos:R:3 method="wB97M-V/def2-TZVPD" homo_lumo_gap_ev=9.551 multiplicity=1 smiles="CCCCCCCCCCCCCCSCC(=O)O" homo_energy_ev=-8.8 total_energy_ev=-32042.6911 de_lowest_kcal_mol=0.9
C -4.479 -0.246 0.919
C -4.349 0.387 -0.463
C -3.064 1.201 -0.628
C -3.007 2.413 0.303
C -1.894 3.395 -0.063
C -0.501 2.770 -0.015
C 0.599 3.818 -0.190
C 1.969 3.199 -0.470
C 2.537 2.433 0.723
C 3.866 1.739 0.417
C 3.808 0.700 -0.708
C 2.728 -0.370 -0.542
C 3.003 -1.329 0.614
C 1.794 -2.189 0.944
S 1.234 -3.160 -0.506
C -0.395 -3.708 0.128
C -1.292 -2.504 0.120
O -1.296 -1.649 0.970
O -2.062 -2.450 -0.963
H -5.303 -0.955 0.938
H -4.671 0.514 1.672
H -3.565 -0.767 1.196
H -5.211 1.035 -0.646
H -4.376 -0.398 -1.227
H -2.203 0.562 -0.424
H -2.995 1.545 -1.664
H -3.964 2.940 0.261
H -2.857 2.072 1.328
H -1.928 4.236 0.635
H -2.075 3.792 -1.065
H -0.378 2.255 0.939
H -0.409 2.030 -0.812
H 0.653 4.447 0.701
H 0.333 4.463 -1.033
H 1.873 2.529 -1.326
H 2.671 3.990 -0.746
H 1.815 1.693 1.065
H 2.695 3.133 1.548
H 4.605 2.495 0.139
H 4.224 1.262 1.333
H 4.783 0.211 -0.774
H 3.642 1.213 -1.657
H 1.758 0.106 -0.392
H 2.665 -0.951 -1.465
H 3.256 -0.766 1.515
H 3.854 -1.966 0.365
H 2.027 -2.902 1.737
H 0.952 -1.567 1.247
H -0.259 -4.103 1.134
H -0.753 -4.468 -0.560
H -2.595 -1.635 -0.966